[1]
{"formula": "C28H66BN3O11Si2", "method": "ωB97M-V/def2-TZVPD", "elements": ["C", "C", "Si", "C", "N", "O", "Si", "C", "C", "C", "C", "O", "C", "C", "O", "C", "C", "O", "C", "C", "O", "C", "C", "B", "O", "O", "C", "H", "H", "H", "H", "H", "H", "H", "H", "H", "H", "H", "H", "H", "H", "H", "H", "H", "H", "H", "H", "H", "H", "H", "H", "H", "H", "H", "H", "H", "H", "H", "H", "H", "H", "H", "H", "C", "O", "C", "C", "N", "C", "C", "O", "C", "H", "H", "H", "H", "H", "H", "H", "H", "H", "H", "H", "H", "H", "H", "H", "C", "O", "C", "C", "N", "C", "C", "O", "C", "H", "H", "H", "H", "H", "H", "H", "H", "H", "H", "H", "H", "H", "H", "H"], "coordinates": [[5.230, -2.344, 0.396], [4.230, -3.228, -0.111], [3.022, -4.525, -0.859], [1.780, -5.028, 0.523], [2.555, -5.304, 1.828], [2.301, -4.087, -2.396], [1.972, -2.368, -2.530], [0.881, -2.169, -4.153], [0.891, -1.637, -1.099], [-0.673, -1.500, -1.675], [-1.767, -1.145, -0.504], [-1.575, 0.158, 0.152], [-1.467, -0.009, 1.615], [3.561, -1.286, -2.884], [4.243, -1.827, -4.069], [5.410, -2.651, -3.722], [6.747, -1.696, -4.025], [7.192, -1.212, -2.704], [8.463, -0.475, -2.851], [9.317, -0.672, -1.426], [9.051, -1.971, -0.779], [10.183, -2.177, 0.152], [11.210, -3.281, -0.567], [4.100, -6.135, -1.217], [5.526, -5.942, -1.598], [3.424, -7.459, -1.117], [3.719, -8.192, -2.389], [6.233, -1.867, 0.829], [0.976, -4.224, 0.796], [1.278, -6.046, 0.237], [3.285, -6.035, 1.679], [3.041, -4.430, 2.157], [1.601, -2.420, -5.043], [-0.089, -2.823, -4.108], [0.648, -1.003, -4.243], [1.219, -0.532, -0.848], [0.937, -2.236, -0.095], [-0.737, -0.609, -2.467], [-1.023, -2.538, -2.148], [-2.827, -1.087, -1.048], [-1.876, -2.049, 0.267], [-2.562, -0.045, 2.066], [-0.854, 0.915, 2.018], [-0.889, -1.000, 1.903], [3.159, -0.208, -3.185], [4.239, -1.128, -1.945], [5.513, -3.639, -4.383], [5.460, -3.001, -2.606], [7.560, -2.274, -4.637], [6.359, -0.757, -4.648], [8.231, 0.680, -2.907], [9.131, -0.867, -3.744], [9.052, 0.192, -0.669], [10.469, -0.670, -1.734], [10.780, -1.177, 0.367], [9.809, -2.608, 1.186], [10.646, -3.961, -1.354], [12.050, -2.653, -1.131], [11.644, -3.918, 0.328], [6.136, -6.274, -0.873], [4.809, -8.625, -2.376], [2.928, -9.079, -2.448], [3.509, -7.494, -3.331], [-3.164, 3.876, -0.586], [-3.345, 5.203, -0.110], [-4.207, 5.298, 1.028], [-3.407, 5.608, 2.307], [-2.585, 4.465, 2.717], [-1.552, 4.788, 3.708], [-0.515, 5.873, 3.351], [0.406, 5.492, 2.328], [-0.102, 5.591, 1.006], [-2.713, 3.930, -1.582], [-2.479, 3.321, 0.059], [-4.117, 3.343, -0.664], [-4.828, 4.406, 1.152], [-4.880, 6.138, 0.837], [-4.100, 5.860, 3.115], [-2.794, 6.487, 2.096], [-2.121, 4.078, 1.897], [-1.009, 3.855, 3.905], [-2.047, 5.065, 4.646], [0.095, 6.039, 4.247], [-0.971, 6.842, 3.124], [-0.782, 6.437, 0.881], [-0.585, 4.657, 0.725], [0.741, 5.727, 0.326], [-9.144, 3.119, 4.463], [-9.377, 1.820, 3.936], [-10.502, 1.747, 3.053], [-10.051, 1.585, 1.591], [-9.421, 2.809, 1.083], [-8.669, 2.630, -0.164], [-7.523, 1.597, -0.181], [-6.386, 1.968, 0.600], [-6.525, 1.740, 1.995], [-8.445, 3.026, 5.301], [-8.679, 3.766, 3.714], [-10.068, 3.578, 4.829], [-11.177, 2.600, 3.172], [-11.059, 0.851, 3.338], [-10.917, 1.343, 0.969], [-9.361, 0.738, 1.559], [-8.778, 3.167, 1.787], [-8.242, 3.610, -0.412], [-9.378, 2.387, -0.963], [-7.161, 1.538, -1.214], [-7.856, 0.585, 0.071], [-7.106, 0.842, 2.216], [-6.963, 2.616, 2.470], [-5.527, 1.614, 2.421]], "total_energy_ev": -73519.5106, "relative_energy_kcal_mol": 91.40, "molar_mass_g_mol": 687.8, "orbital_gap_ev": 8.527, "lumo_energy_ev": -0.005}

=====

[2]
{"formula": "C20H27ClNO2PRu", "method": "ωB97M-V/def2-TZVPD", "elements": ["C", "C", "C", "C", "C", "C", "C", "C", "N", "Ru", "C", "P", "H", "H", "H", "H", "H", "H", "H", "H", "C", "C", "H", "C", "C", "H", "H", "H", "H", "H", "H", "H", "H", "H", "H", "H", "H", "H", "H", "Cl", "C", "C", "C", "C", "C", "C", "C", "O", "O", "H", "H", "H", "H"], "coordinates": [[-0.656, -3.187, -3.077], [0.068, -3.407, -1.915], [0.411, -2.352, -1.064], [-0.070, -1.071, -1.370], [-0.764, -0.828, -2.576], [-1.080, -1.903, -3.409], [1.274, -2.620, 0.128], [1.936, -1.410, 0.771], [2.877, -0.570, -0.097], [-0.070, 0.385, 0.007], [-1.159, 0.584, -2.895], [-0.128, 1.663, -1.766], [0.402, -4.407, -1.644], [-1.649, -1.719, -4.320], [-0.894, -4.027, -3.727], [-2.207, 0.800, -2.630], [-0.983, 0.872, -3.944], [0.633, -3.044, 0.922], [2.018, -3.397, -0.099], [1.191, -0.693, 1.172], [-0.947, 3.268, -1.719], [1.277, 1.971, -2.894], [2.525, -1.733, 1.635], [3.301, -1.109, -1.435], [4.047, -0.029, 0.708], [-1.597, 1.054, -0.101], [4.391, -1.218, -1.433], [2.811, -2.057, -1.637], [3.022, -0.379, -2.207], [4.978, -0.339, 0.227], [3.990, 1.069, 0.712], [3.964, -0.381, 1.740], [0.904, 2.507, -3.783], [2.018, 2.597, -2.377], [1.746, 1.030, -3.217], [-1.297, 3.559, -2.717], [-1.786, 3.176, -1.021], [-0.231, 4.002, -1.329], [2.392, 0.297, -0.330], [-5.626, 2.427, 5.005], [-4.181, 1.670, 4.482], [-2.938, 2.130, 4.941], [-1.764, 1.540, 4.468], [-1.837, 0.529, 3.503], [-3.077, 0.033, 3.095], [-4.252, 0.603, 3.571], [-0.593, 0.077, 2.776], [0.545, 0.178, 3.236], [-0.909, -0.443, 1.599], [-2.907, 2.956, 5.645], [-0.789, 1.876, 4.806], [-3.111, -0.774, 2.357], [-5.220, 0.244, 3.225]], "total_energy_ev": -51136.4199, "relative_energy_kcal_mol": 0.00, "molar_mass_g_mol": 480.9, "charge": 2, "orbital_gap_ev": [6.044, 4.064], "lumo_energy_ev": [-6.242, -10.164], "spin_multiplicity": 5}